1.
{
  "formula": "C14H12N",
  "method": "ωB97M-V/def2-TZVPD",
  "e_lumo_ev": [-3.917, -6.567],
  "orbital_gap_ev": [5.5, 6.4],
  "charge": 1,
  "spin_multiplicity": 3,
  "symbols": ["C", "C", "C", "C", "C", "C", "C", "C", "C", "C", "C", "C", "C", "C", "N", "H", "H", "H", "H", "H", "H", "H", "H", "H", "H", "H", "H"],
  "positions_angstrom": [[3.395942, -0.747412, -0.257804], [2.520531, -1.447843, -1.133656], [2.895959, 0.028558, 0.788326], [1.171978, -1.227425, -0.925781], [0.773056, -0.437991, 0.140428], [0.072315, -1.696324, -1.775719], [-1.818839, 1.672538, 1.503508], [-1.216111, -1.439966, -1.533404], [-2.674153, 1.659633, 0.459051], [-0.643467, -0.143231, 0.429305], [-0.587176, 0.874412, 1.286067], [-2.541346, 0.667889, -0.683872], [0.766875, 1.040259, 1.840939], [-1.748205, -0.629104, -0.365798], [1.604415, 0.218948, 1.008455], [4.573542, -0.735348, -0.237140], [2.853902, -2.047720, -2.045166], [3.695500, 0.581344, 1.436517], [0.348358, -2.298084, -2.734948], [-1.797985, 2.630855, 2.090019], [-1.938660, -1.757039, -2.248699], [-3.545788, 2.206866, 0.584042], [-3.479921, 0.322672, -1.203661], [-1.971621, 1.034167, -1.535979], [1.124319, 2.080317, 1.892178], [0.770284, 0.720557, 3.031622], [-2.603706, -1.131529, 0.191171]],
  "atomic_forces_ev_per_a": [[1.966, 0.119, 0.860], [0.686, -0.204, -1.297], [3.358, 1.421, 1.111], [-0.100, -0.760, -0.738], [-4.673, -0.536, 0.124], [1.056, -1.176, -1.711], [3.890, 1.076, -0.634], [-0.565, 0.791, 0.614], [0.004, -2.546, -0.685], [4.631, -3.705, -3.015], [-3.100, 4.301, 3.911], [-0.978, 0.058, -1.920], [0.557, 1.145, 4.538], [-0.454, -0.703, 0.657], [-0.805, -0.718, -0.984], [-2.685, -0.452, -0.618], [-0.284, 0.920, 1.578], [-1.967, -1.024, -1.050], [-0.486, 1.157, 1.944], [-0.165, -1.493, 0.091], [-0.497, -0.389, -0.358], [-1.577, 1.122, -0.390], [0.436, 0.773, 0.991], [0.082, 0.993, 0.054], [-0.105, -0.207, -0.225], [0.265, 0.341, -2.664], [1.511, -0.303, -0.183]],
  "lowdin_spin": [0.125, 0.099, 0.082, 0.098, 0.141, 0.022, 0.054, 0.042, 0.265, 0.234, 0.331, 0.082, 0.062, 0.074, 0.148, 0.004, 0.002, 0.004, 0.000, -0.001, 0.002, 0.016, 0.002, 0.015, 0.019, 0.047, 0.030]
}

2.
{
  "formula": "C14H12N2",
  "method": "ωB97M-V/def2-TZVPD",
  "e_lumo_ev": -1.690,
  "orbital_gap_ev": 6.3,
  "charge": 0,
  "spin_multiplicity": 1,
  "symbols": ["C", "C", "C", "C", "C", "C", "C", "C", "C", "C", "C", "H", "H", "H", "H", "H", "H", "H", "H", "H", "H", "H", "C", "C", "N", "C", "N", "H"],
  "positions_angstrom": [[1.176625, -1.524823, -0.357050], [1.668850, -2.447626, 0.820612], [0.654051, -2.190838, 1.905244], [-0.277966, -1.247390, 1.516944], [0.040110, -0.720909, 0.228657], [-0.870197, 0.043799, -0.583833], [-2.092927, 0.522679, -0.046331], [-2.887036, 1.403124, -0.770543], [-2.518737, 1.788468, -2.067213], [-1.346842, 1.271130, -2.640495], [-0.558303, 0.372701, -1.931149], [1.989773, -0.886444, -0.718361], [0.835650, -2.148162, -1.198433], [1.745998, -3.507531, 0.529907], [2.673798, -2.116541, 1.127749], [0.692691, -2.680889, 2.875570], [-1.134146, -0.947540, 2.121300], [-2.385610, 0.231646, 0.962386], [-3.800323, 1.797845, -0.323024], [-3.131747, 2.497940, -2.623829], [-1.055511, 1.574415, -3.648248], [0.341903, -0.043942, -2.390181], [1.515249, 1.192550, 0.782720], [2.593807, 0.731818, 1.549748], [3.560579, 0.330700, 2.088682], [0.729553, 2.200171, 1.356970], [0.062828, 3.105179, 1.723123], [1.777882, 1.398470, -0.290921]],
  "atomic_forces_ev_per_a": [[0.436, -0.730, 0.393], [0.082, 0.757, -0.354], [-0.814, 1.099, -0.869], [0.970, -1.422, 1.306], [0.991, 0.356, -0.159], [-1.002, 0.666, -0.786], [0.666, 0.111, -0.110], [-0.056, -0.033, -0.393], [0.294, -0.174, 0.349], [-0.273, -0.128, 0.074], [0.070, 0.168, 0.601], [-0.226, -0.235, -0.044], [-0.093, 0.283, 0.179], [-0.148, 0.335, 0.156], [-0.342, -0.249, 0.100], [-0.173, 0.054, -0.234], [0.439, 0.025, -0.141], [0.063, 0.204, -0.303], [0.263, -0.132, -0.150], [0.169, -0.205, 0.166], [-0.121, -0.166, 0.299], [-0.252, 0.216, 0.163], [-0.462, -0.505, -1.618], [2.762, -1.148, 1.178], [-2.244, 0.652, -0.969], [-2.185, 3.061, 0.877], [1.531, -2.555, -0.798], [-0.344, -0.307, 1.087]],
  "lowdin_charge": [-0.129, -0.149, 0.003, -0.029, -0.164, -0.198, -0.011, -0.066, -0.064, -0.070, -0.021, 0.111, 0.130, 0.117, 0.103, 0.114, 0.115, 0.107, 0.110, 0.107, 0.108, 0.114, -0.185, -0.281, 0.140, -0.278, 0.133, 0.133]
}

3.
{
  "formula": "C14H12N4O5",
  "method": "ωB97M-V/def2-TZVPD",
  "e_lumo_ev": -1.165,
  "orbital_gap_ev": 7.4,
  "charge": 0,
  "spin_multiplicity": 1,
  "relative_energy_kcal_mol": 453.27,
  "symbols": ["O", "C", "N", "H", "C", "C", "C", "C", "C", "O", "H", "H", "H", "H", "H", "C", "C", "C", "C", "O", "C", "N", "C", "C", "C", "N", "H", "N", "O", "O", "H", "H", "H", "H", "H"],
  "positions_angstrom": [[2.519571, 2.632902, 0.617728], [2.134972, 1.649791, -0.009202], [2.851443, 0.852313, -0.754979], [2.285337, -0.089890, -1.116635], [4.162277, 0.652546, -0.983812], [4.739842, -0.346635, 0.001343], [5.092678, -0.456234, 1.422120], [5.687338, -1.609742, 1.321165], [5.544182, -2.229768, 0.146128], [5.081093, -1.483196, -0.678179], [5.808889, -3.040207, -0.066262], [6.008807, -1.941418, 2.244988], [5.126268, 0.269376, 1.871125], [4.446744, 1.891922, -0.393238], [4.417224, 0.738372, -2.011292], [0.464994, 1.340818, 0.175619], [-0.435660, 1.929899, 0.686402], [-1.701653, 1.320710, 0.475221], [-1.199757, 0.375146, -0.383282], [-0.003913, 0.303080, -0.415931], [-2.147639, -0.881782, -0.962464], [-3.630885, -0.565012, -0.572599], [-4.246341, -0.614963, 0.447673], [-5.601012, -0.345578, 0.199902], [-5.473514, 0.033695, -1.602105], [-4.158979, -0.278363, -1.794614], [-6.254312, -0.035156, -2.020625], [-6.633679, -0.175265, 0.835489], [-7.809868, -0.068746, 0.472776], [-6.469607, -0.634886, 2.114368], [-3.827045, -0.889131, 1.295688], [-1.928866, -1.009026, -2.068414], [-1.784633, -1.767723, -0.345820], [-2.672396, 1.523565, 0.684460], [-0.391883, 2.948600, 1.167273]],
  "atomic_forces_ev_per_a": [[0.171, -1.022, -0.885], [-3.654, 2.460, 3.055], [-6.913, -6.095, -3.094], [1.189, 3.386, 1.346], [3.992, 5.704, 5.319], [-0.335, 1.730, -0.885], [-3.271, -7.761, -15.630], [1.753, -4.334, 3.777], [0.737, 5.270, 7.972], [-4.081, 5.665, -4.534], [3.947, -12.192, -3.412], [1.345, -1.882, 1.300], [0.395, 13.056, 9.455], [0.305, -3.300, -1.989], [0.688, -0.624, -0.659], [14.760, -2.859, -3.967], [-9.172, 11.395, 8.194], [3.837, -1.514, -2.680], [-13.261, -3.777, 0.427], [7.183, -4.633, -4.215], [2.342, 1.252, 2.933], [9.629, -0.321, -11.110], [-7.992, 0.695, 3.967], [7.493, 1.716, -10.765], [13.863, -2.563, 12.363], [-5.876, 1.649, -0.369], [-10.226, -0.132, -7.021], [-8.374, -3.695, 9.982], [1.419, 1.356, -1.183], [0.131, 2.019, -2.635], [1.774, -1.087, 3.995], [-1.213, 0.057, 1.536], [-0.688, 0.856, -1.003], [-2.331, 0.942, 0.737], [0.436, -1.419, -0.324]],
  "lowdin_charge": [0.043, -0.350, -0.013, 0.236, -0.138, -0.134, 0.078, -0.090, -0.194, 0.139, 0.038, 0.106, -0.005, 0.233, 0.115, -0.221, -0.078, 0.070, -0.318, 0.149, 0.071, -0.143, -0.047, -0.093, 0.207, 0.079, -0.026, -0.356, 0.062, -0.056, 0.123, 0.132, 0.134, 0.080, 0.168]
}

no.,M (g/mol)
1,194.3
2,208.3
3,316.3